Entry 1:
Density functional theory data (ωB97M-V with the def2-TZVPD basis set) for 12 unconnected molecules or ions with the total composition C44H120N8O12 at a distorted geometry.

Structure (XYZ):
```
184
Properties=species:S:1:pos:R:3:forces:R:3:lowdin_charge:R:1
C 12.7035 -13.8530 14.2226 0.94 0.79 -0.69 -0.038
C 13.0160 -12.5878 15.0410 -0.54 -0.36 -0.77 -0.483
C 11.9730 -12.3529 16.0946 0.17 -0.15 1.25 -0.054
O 14.2883 -12.6539 15.7044 -1.25 0.48 0.30 -0.106
H 11.9696 -13.6645 13.4374 -0.25 0.14 0.25 0.081
H 12.4077 -14.7164 14.7892 -0.10 -0.30 0.51 0.071
H 13.6149 -14.0878 13.6712 0.13 -0.31 -0.03 0.067
H 12.9549 -11.7463 14.3461 0.51 0.20 -0.14 0.126
H 12.3242 -11.5279 16.7445 -0.39 -0.29 -0.19 0.069
H 11.9849 -13.2804 16.6959 -0.39 0.48 0.10 0.091
H 10.9449 -12.1338 15.7461 0.72 -0.21 -0.08 0.083
H 14.9772 -13.0311 15.1494 0.38 -0.60 -0.42 0.018
C 13.4429 -9.1500 20.0266 0.84 0.40 -0.60 -0.065
C 14.4504 -10.2649 20.3565 0.20 0.72 -0.14 -0.478
C 13.7223 -11.5960 20.3035 1.69 -0.78 -0.28 -0.060
O 15.6516 -10.1741 19.5330 -1.48 -0.44 0.97 -0.102
H 13.9676 -8.1809 19.9741 -0.15 -0.30 0.01 0.079
H 12.6217 -9.0323 20.7466 0.16 -0.38 -0.25 0.080
H 13.0778 -9.3773 19.0101 -0.33 0.27 0.39 0.057
H 14.8243 -10.1168 21.3457 0.22 0.15 0.87 0.117
H 12.9091 -11.6578 21.0297 -0.15 0.12 -0.40 0.082
H 14.4474 -12.4016 20.5462 -0.40 0.33 -0.02 0.075
H 13.4582 -11.7644 19.2572 -0.64 -0.16 0.13 0.067
H 15.3293 -10.1651 18.6054 0.27 0.10 -0.28 0.001
C 20.4587 -8.1549 17.1205 -1.58 0.58 -0.18 -0.033
C 19.6364 -7.2391 18.0428 0.79 0.60 -0.66 -0.485
C 19.1973 -7.8730 19.3292 -1.44 -0.89 -0.07 -0.052
O 20.4636 -6.0907 18.2915 0.78 -0.46 -0.45 -0.057
H 21.3136 -8.6125 17.5448 0.72 -0.41 0.88 0.059
H 20.7946 -7.4956 16.3489 0.40 0.32 -0.77 0.069
H 19.8257 -8.9111 16.6434 0.03 0.03 0.18 0.069
H 18.8248 -6.8350 17.4117 -0.26 -0.57 0.50 0.113
H 18.6677 -7.1712 20.0171 0.20 -0.47 -0.62 0.091
H 20.0385 -8.2946 19.8792 0.10 0.00 -0.12 0.082
H 18.4998 -8.7199 19.0393 0.59 0.87 0.71 0.089
H 20.0633 -5.5745 18.9760 -0.38 0.45 0.60 0.066
C 15.7081 -11.8909 10.2833 1.69 0.58 -0.18 -0.061
C 14.9439 -11.5677 11.5588 -0.42 -0.09 -0.32 -0.459
C 15.8264 -11.6420 12.8107 -0.76 -0.40 -0.75 -0.038
O 14.2585 -10.2850 11.4866 0.92 -0.47 0.98 -0.054
H 16.3066 -12.8280 10.3636 -0.75 0.38 0.03 0.081
H 16.4893 -11.1142 10.1145 -0.43 -0.22 0.18 0.085
H 15.1309 -11.8991 9.3551 -0.30 -0.21 0.29 0.075
H 14.1958 -12.3524 11.6859 -0.35 0.00 0.01 0.119
H 16.2156 -12.6714 12.8535 0.05 0.34 0.12 0.076
H 15.2095 -11.4863 13.6939 0.12 0.20 0.05 0.057
H 16.6350 -10.9322 12.7770 0.39 0.33 0.08 0.071
H 13.8828 -10.1128 10.6270 -0.03 -0.31 -0.46 0.074
C 15.8393 -16.6225 15.7723 -0.83 -0.17 0.40 -0.058
C 16.0626 -15.2136 16.3086 0.56 -0.91 0.20 -0.456
C 17.0757 -15.3577 17.4176 0.66 0.75 1.04 -0.189
O 17.6423 -14.1049 17.8644 -0.06 -1.20 -0.28 -0.211
C 16.7438 -13.3032 18.5907 -0.82 -0.45 -0.56 -0.108
N 16.5083 -14.3287 15.2626 0.90 0.16 -1.20 0.062
H 16.7236 -17.1932 15.4694 0.13 0.53 -0.10 0.076
H 15.1347 -16.5609 14.9472 -0.05 -0.25 -0.17 0.075
H 15.3820 -17.2079 16.5797 -0.11 -0.04 -0.24 0.083
H 15.1226 -14.8670 16.7392 -0.11 0.18 -0.14 0.125
H 17.9454 -15.9297 17.0931 -0.01 -0.05 -0.20 0.118
H 16.6022 -15.9141 18.2505 0.23 0.31 -0.02 0.133
H 15.8684 -13.0637 17.9636 0.17 0.31 0.18 0.078
H 17.2881 -12.4156 18.8497 -0.06 0.47 0.35 0.080
H 16.3457 -13.8316 19.4668 0.26 0.12 0.15 0.090
H 17.1831 -14.8386 14.6651 -0.59 0.00 -0.01 0.055
H 17.1719 -13.6582 15.6347 -0.19 0.43 0.57 0.057
C 19.8013 -1.9055 13.0015 -0.18 -0.10 -0.50 -0.065
C 20.1251 -3.3161 13.4332 0.52 -0.39 0.57 -0.436
C 19.1812 -3.8175 14.5222 0.24 -0.92 0.63 -0.229
O 17.8794 -4.1057 14.0588 -0.11 0.21 0.10 -0.198
C 17.1166 -4.8029 15.0492 0.25 0.97 -0.69 -0.084
N 20.2005 -4.2486 12.2865 -0.42 1.03 0.31 0.071
H 18.9822 -1.9050 12.2770 0.05 0.06 0.04 0.082
H 20.6677 -1.4105 12.5605 -0.10 -0.06 -0.06 0.077
H 19.4786 -1.3545 13.8724 -0.06 0.39 0.20 0.070
H 21.0982 -3.2702 13.9750 -0.32 -0.22 -0.54 0.144
H 19.1739 -3.0759 15.3733 -0.09 -0.77 -0.52 0.138
H 19.5771 -4.8179 14.8514 0.10 0.86 0.30 0.124
H 17.5596 -5.7610 15.3083 0.07 -0.16 -0.14 0.058
H 16.1350 -4.9187 14.5979 -0.09 -0.27 0.22 0.071
H 17.0550 -4.1848 15.9480 -0.15 -0.04 0.16 0.092
H 19.2246 -4.3310 12.0044 0.11 -0.17 -0.38 0.065
H 20.4500 -5.1652 12.6148 0.21 -0.38 0.10 0.031
C 22.6067 -7.8893 8.2930 -1.10 0.46 -0.07 -0.065
C 21.5842 -7.2698 9.2638 1.50 1.58 -0.42 -0.421
C 21.4050 -8.0644 10.5201 0.05 -0.90 0.60 -0.222
O 20.3339 -7.5615 11.2774 -0.81 0.57 -0.35 -0.198
C 20.2057 -8.0123 12.6001 0.12 -0.03 0.22 -0.094
N 22.0743 -5.8846 9.4492 -0.58 0.06 -0.11 0.038
H 22.6523 -7.1969 7.4307 0.18 -0.56 0.39 0.086
H 22.2569 -8.8635 7.9773 0.19 -0.34 -0.21 0.066
H 23.5807 -7.9642 8.7676 0.16 -0.06 0.00 0.074
H 20.6282 -7.1307 8.7821 -0.42 -0.31 -0.25 0.135
H 22.3304 -8.0104 11.1072 0.10 -0.09 0.02 0.132
H 21.1891 -9.1280 10.3000 0.25 0.15 -0.14 0.126
H 19.2850 -8.6058 12.8070 0.24 0.76 -0.32 0.077
H 20.3061 -7.1187 13.2437 -0.37 -0.64 0.16 0.084
H 20.9998 -8.7046 12.8378 0.59 -0.18 0.26 0.062
H 21.4730 -5.2822 9.9817 -0.37 0.02 0.32 0.042
H 23.0179 -5.7351 9.7673 0.20 -0.56 0.10 0.066
C 13.2299 -6.2679 16.4132 0.42 -0.84 0.10 -0.050
C 12.8514 -7.1239 15.1563 1.31 0.33 2.71 -0.478
C 11.6474 -7.9013 15.4820 -2.19 0.01 -0.70 -0.230
O 11.3903 -8.7677 14.3825 -0.53 -0.40 0.18 -0.192
C 10.0994 -9.3567 14.4261 -0.27 0.56 -0.91 -0.111
N 12.6345 -6.2421 14.0741 0.72 0.73 -0.78 0.074
H 13.4350 -6.9065 17.2863 0.09 -0.03 -0.22 0.063
H 12.4393 -5.5891 16.7534 0.03 -0.03 -0.58 0.083
H 14.1542 -5.7092 16.2185 -0.33 0.09 0.02 0.060
H 13.6139 -7.9127 14.9740 0.17 0.50 -0.01 0.132
H 10.7555 -7.2307 15.5796 0.56 -0.22 0.18 0.145
H 11.7461 -8.4794 16.3904 0.17 -0.20 0.48 0.116
H 9.9341 -10.0400 15.2563 0.27 -0.14 0.18 0.070
H 9.9574 -9.8668 13.4663 0.17 -0.19 0.32 0.091
H 9.2902 -8.6025 14.4545 0.38 0.03 0.19 0.090
H 13.5523 -5.9999 13.6727 -0.79 -0.08 -0.01 0.070
H 12.1144 -6.7766 13.4138 -0.26 -0.12 -1.12 0.065
C 22.3240 -15.5063 15.3803 -0.18 0.73 -0.78 -0.055
C 22.0731 -14.1465 16.0891 -0.90 -0.59 -0.50 -0.401
C 22.3423 -12.9813 15.1425 0.06 1.08 1.13 -0.162
O 22.0887 -11.8057 15.9506 0.11 0.25 -0.16 -0.224
C 22.7160 -10.6305 15.4964 0.47 0.41 -0.13 -0.114
N 20.6591 -14.0409 16.5049 -0.13 -0.43 -0.32 0.052
H 21.5895 -16.2876 15.6538 0.53 0.41 0.10 0.073
H 23.3535 -15.8125 15.5700 -0.14 -0.30 0.07 0.070
H 22.2450 -15.3492 14.2780 -0.09 -0.24 0.65 0.074
H 22.6921 -14.1015 16.9745 0.60 0.33 0.11 0.127
H 21.6354 -12.9582 14.3090 0.16 -0.36 -0.05 0.100
H 23.3819 -12.9142 14.7827 -0.20 -0.39 0.03 0.133
H 23.7991 -10.7892 15.4044 0.01 0.00 0.05 0.086
H 22.5680 -9.7974 16.2091 -0.13 -0.68 -0.22 0.076
H 22.3823 -10.2683 14.5066 -0.25 -0.31 0.17 0.076
H 20.4163 -13.1206 16.8473 0.26 0.17 -0.09 0.061
H 20.4786 -14.6629 17.2845 -0.06 -0.11 -0.08 0.076
C 18.3149 -16.2779 11.7449 0.25 1.11 -0.15 -0.052
C 19.4087 -15.4624 12.4927 -0.53 -0.07 -0.96 -0.433
C 19.4257 -14.0424 11.9289 0.95 0.32 0.82 -0.182
O 20.6007 -13.3491 12.4057 -0.18 0.09 -0.47 -0.237
C 20.8866 -12.2188 11.5855 -0.64 -0.01 0.01 -0.111
N 19.1642 -15.4162 13.9085 0.08 0.01 1.43 0.046
H 17.3395 -15.7699 11.8767 0.36 -0.37 -0.08 0.080
H 18.2497 -17.2944 12.0941 -0.06 -0.35 0.36 0.062
H 18.5585 -16.3319 10.6689 -0.15 0.12 0.39 0.080
H 20.3757 -15.8957 12.2379 0.32 -0.11 -0.05 0.131
H 18.6053 -13.4225 12.2778 -0.71 -0.23 -0.04 0.111
H 19.4401 -14.0556 10.8464 -0.03 -0.14 -0.41 0.119
H 19.9740 -11.5951 11.3850 0.52 -0.61 0.04 0.096
H 21.3280 -12.5748 10.6419 -0.14 0.35 0.09 0.095
H 21.5791 -11.5594 12.1061 0.21 -0.20 0.08 0.072
H 19.7519 -14.7275 14.4088 -0.37 -0.42 -0.35 0.051
H 19.3095 -16.3053 14.4153 -0.07 0.59 -0.74 0.094
C 16.3435 -8.0155 16.4934 0.31 -0.95 -0.32 -0.027
C 15.9457 -9.4284 16.0268 0.75 0.52 0.96 -0.376
C 17.1116 -10.3993 16.1311 -0.22 0.31 -2.11 -0.158
O 18.0109 -10.0822 15.0430 -0.38 -0.61 0.35 -0.200
C 19.0383 -11.0270 14.8795 0.94 -0.63 -0.57 -0.118
N 14.9220 -9.9744 16.9433 -1.17 0.54 -1.28 0.066
H 15.5483 -7.3601 16.1932 -0.13 0.63 0.06 0.037
H 17.2958 -7.6895 16.0605 -0.34 -0.19 -0.21 0.058
H 16.4767 -8.0226 17.5677 -0.17 0.08 0.38 0.080
H 15.6033 -9.3366 14.9878 0.07 -0.38 0.04 0.125
H 16.6854 -11.4002 15.9862 0.39 -0.16 0.14 0.108
H 17.6329 -10.3130 17.0659 0.21 -0.06 0.72 0.120
H 19.6526 -11.1613 15.7803 0.15 0.52 -0.12 0.072
H 19.6578 -10.7108 14.0020 -0.29 -0.03 0.90 0.085
H 18.7726 -12.0837 14.6462 -0.78 0.53 -0.04 0.082
H 14.0968 -9.3529 16.8556 0.51 -0.41 0.28 0.083
H 14.6116 -10.8669 16.5372 0.08 0.11 0.24 0.058
C 16.8312 -7.1867 10.0740 0.63 0.24 0.73 -0.035
C 16.7292 -6.5930 11.5149 -0.83 -0.65 0.20 -0.391
C 15.5279 -5.6719 11.4916 1.03 0.72 -0.42 -0.229
O 15.9311 -4.5513 10.6950 -1.67 -0.39 0.35 -0.194
C 14.8503 -3.6339 10.4994 0.87 0.17 -0.20 -0.103
N 16.4490 -7.5680 12.5982 0.26 0.02 -0.10 0.077
H 16.9193 -6.4679 9.2353 0.32 -0.06 0.81 0.086
H 15.8658 -7.6408 9.9270 -0.29 -0.77 -0.21 0.055
H 17.6483 -7.9193 10.0543 -0.27 0.07 -0.27 0.065
H 17.6154 -6.0621 11.8647 0.01 0.15 -0.36 0.121
H 15.2193 -5.3339 12.4860 0.11 -0.03 0.03 0.095
H 14.7228 -6.2557 11.0260 -0.34 0.37 0.00 0.123
H 13.9586 -4.0614 10.0072 0.29 -0.23 0.38 0.088
H 15.2996 -2.9479 9.7843 -0.37 0.52 0.15 0.082
H 14.5716 -3.1202 11.4469 0.10 -0.30 -0.55 0.095
H 17.2793 -8.0631 12.8699 0.40 -0.06 0.15 0.031
H 15.7714 -8.2980 12.4156 -0.30 0.15 -0.57 0.055
```
Forces are in eV/Å.

The max |F| is 3.0 eV/A. As for the SMILES: COC[C@H](C)N.COC[C@H](C)N.COC[C@H](C)N.COC[C@H](C)N.COC[C@H](C)N.COC[C@H](C)N.COC[C@H](C)N.COC[C@H](C)N.CC(C)O.CC(C)O.CC(C)O.CC(C)O. Its energy above the lowest of the compared OMol25 structures with the same formula, charge and spin is 22.8 kcal per mole. The HOMO-LUMO gap comes out at 9.274 eV. The calculation puts the highest occupied orbital energy at -8.7529 eV. Its LUMO energy is 0.522 eV.

Entry 2:
Density functional theory data (ωB97M-V with the def2-TZVPD basis set) for a molecular structure, C5H7NO at a distorted geometry.

Structure (XYZ):
```
14
Properties=species:S:1:pos:R:3:forces:R:3:lowdin_charge:R:1
C 0.0114 1.2734 -0.9378 0.21 0.18 -0.10 -0.023
C 0.3020 -0.1822 -1.3055 0.09 0.04 -0.63 -0.238
O 1.4003 -0.6995 -0.5698 0.26 -0.10 -0.16 -0.045
C 0.6427 -0.9883 0.7013 0.08 -0.26 0.09 -0.171
C 0.4411 0.2966 1.3638 0.47 0.10 0.32 -0.025
N -0.4118 0.7325 0.4034 -0.61 0.53 -0.08 -0.041
C -0.6201 -0.5789 -0.1424 0.17 -0.10 -0.01 -0.189
H 0.8179 1.9996 -0.8774 -0.01 -0.06 -0.08 0.123
H -0.8742 1.6711 -1.4362 0.19 0.03 -0.05 0.122
H 0.2370 -0.5622 -2.3224 0.07 0.08 0.01 0.140
H 0.9760 -1.9254 1.1428 -0.15 0.13 -0.07 0.136
H -2.1336 -0.9580 1.3854 0.24 -0.26 -0.64 0.091
H 0.9979 0.9102 2.0643 -0.26 -0.13 0.05 0.111
H -1.7865 -0.9888 0.5304 -0.74 -0.18 1.34 0.009
```
Forces are in eV/Å.

The max |F| is 1.5 eV/A. Its energy above the lowest of the compared OMol25 structures with the same formula, charge and spin is 200.0 kcal per mole. The HOMO-LUMO gap (spin up / spin down) comes out at 6.910 / 7.745 eV. The calculation puts the highest occupied orbital energy (spin up / spin down) at -7.4703 / -7.8878 eV. Its LUMO energy (spin up / spin down) is -0.561 / -0.143 eV.

Among the records above, which one has the highest max |F|?
C44H120N8O12